[1]
Computed, not measured: a structure of composition C33H87F4HgN5O31S4 at a distorted geometry, with wB97M-V/def2-TZVPD.

Cartesian coordinates (Å):
Hg  0.773  -2.743  -4.123
N  0.251  -1.617  -2.237
S  -0.648  -0.426  -1.759
O  -0.195  0.829  -2.263
O  -1.412  -0.512  -0.551
F  -1.850  -0.735  -2.799
S  1.467  -1.263  -0.983
O  1.120  -1.743  0.314
O  2.195  -0.054  -1.116
F  2.403  -2.420  -1.487
N  1.903  -1.089  -5.268
S  3.215  -0.176  -5.189
O  3.226  1.052  -4.474
O  3.847  -0.196  -6.475
F  4.174  -1.143  -4.370
S  0.826  0.020  -5.842
O  0.711  -0.009  -7.259
O  0.679  1.240  -5.133
F  -0.533  -0.744  -5.361
C  1.665  -5.240  -3.374
O  0.946  -4.520  -2.529
O  1.965  -4.571  -4.517
O  1.049  -6.331  -3.725
C  -0.146  4.021  -1.299
C  0.821  4.920  -0.544
O  0.940  6.191  -1.178
O  -1.496  4.477  -1.117
H  -0.186  3.069  -0.767
H  0.039  3.851  -2.361
H  1.796  4.437  -0.519
H  0.380  5.014  0.453
H  0.056  6.532  -1.337
H  -1.651  5.326  -1.544
C  -0.842  -4.437  -0.043
C  -1.117  -5.914  0.291
O  -0.771  -6.656  -0.843
O  -1.496  -4.050  -1.232
H  0.209  -4.367  -0.344
H  -1.048  -3.790  0.817
H  -2.184  -5.970  0.554
H  -0.535  -6.218  1.168
H  -0.785  -7.602  -0.683
H  -1.038  -3.276  -1.584
C  -1.421  1.411  2.219
C  -2.225  2.684  2.002
O  -1.595  3.793  2.653
O  0.015  1.577  2.061
H  -1.925  0.647  1.630
H  -1.361  1.269  3.301
H  -3.219  2.624  2.446
H  -2.358  2.985  0.956
H  -0.657  3.781  2.437
H  0.380  1.416  2.929
C  5.918  -2.491  -2.079
C  5.672  -1.490  -0.984
O  5.181  -2.112  0.202
O  6.999  -3.348  -1.581
H  6.412  -2.045  -2.940
H  5.105  -3.149  -2.384
H  4.848  -0.808  -1.238
H  6.572  -0.877  -0.882
H  5.139  -1.418  0.867
H  6.628  -3.690  -0.756
C  4.135  -6.144  1.692
C  3.883  -5.361  0.411
O  2.614  -5.656  -0.137
O  5.416  -5.886  2.229
H  4.120  -7.178  1.311
H  3.265  -6.059  2.349
H  4.603  -5.646  -0.363
H  3.944  -4.301  0.688
H  2.320  -4.915  -0.680
H  5.461  -6.299  3.093
C  1.034  -1.747  3.573
C  2.193  -2.678  3.225
O  1.691  -3.965  3.624
O  -0.100  -2.034  2.758
H  1.190  -0.660  3.564
H  0.778  -1.911  4.626
H  3.050  -2.334  3.797
H  2.383  -2.749  2.154
H  0.730  -3.889  3.635
H  0.245  -2.347  1.906
C  6.319  3.745  -1.930
C  4.987  3.083  -2.229
O  4.643  2.205  -1.149
O  6.118  4.976  -1.231
H  6.777  4.103  -2.856
H  6.908  3.005  -1.388
H  5.131  2.407  -3.083
H  4.181  3.717  -2.606
H  3.851  1.711  -1.392
H  6.784  5.135  -0.560
C  4.531  -4.533  4.966
O  5.327  -4.465  6.121
C  6.376  -3.554  6.167
C  6.094  -2.122  6.649
N  5.266  -1.261  5.759
C  6.108  -0.792  4.650
C  5.251  0.142  3.767
O  4.440  -0.604  2.903
C  3.874  0.103  1.802
H  4.370  -5.579  4.680
H  5.038  -4.153  4.074
H  3.512  -4.177  5.122
H  6.922  -3.448  5.217
H  7.157  -3.935  6.831
H  6.983  -1.572  6.955
H  5.454  -2.279  7.527
H  4.605  -1.953  5.412
H  6.306  -1.590  3.924
H  6.953  -0.238  5.050
H  5.898  0.807  3.181
H  4.616  0.721  4.449
H  3.319  0.938  2.250
H  3.177  -0.550  1.288
H  4.645  0.598  1.202
C  -5.186  -0.390  -1.175
O  -5.741  0.107  0.023
C  -5.625  1.491  0.129
C  -6.229  1.996  1.412
N  -7.660  1.693  1.466
C  -8.176  2.000  2.789
C  -9.631  1.545  2.831
O  -10.013  1.295  4.165
C  -11.351  0.862  4.223
H  -5.686  -0.117  -2.106
H  -5.078  -1.475  -1.156
H  -4.131  -0.088  -1.198
H  -6.051  2.133  -0.659
H  -4.555  1.753  0.105
H  -5.813  2.969  1.686
H  -5.671  1.434  2.190
H  -7.626  0.676  1.454
H  -8.100  3.046  3.096
H  -7.701  1.462  3.623
H  -9.695  0.577  2.307
H  -10.309  2.167  2.233
H  -11.466  -0.019  3.579
H  -11.982  1.678  3.847
H  -11.790  0.599  5.184
C  -7.341  5.644  -1.770
O  -6.036  5.542  -2.332
C  -6.026  6.005  -3.656
C  -4.997  5.187  -4.454
N  -3.686  5.389  -3.758
C  -2.696  4.469  -4.312
C  -2.905  2.963  -4.148
O  -3.637  2.491  -5.279
C  -3.825  1.076  -5.255
H  -7.520  6.467  -1.074
H  -7.497  4.672  -1.298
H  -8.176  5.732  -2.471
H  -5.682  7.031  -3.834
H  -6.925  5.858  -4.265
H  -4.963  5.354  -5.530
H  -5.273  4.128  -4.367
H  -3.922  4.923  -2.881
H  -1.681  4.679  -3.953
H  -2.530  4.677  -5.375
H  -3.408  2.793  -3.187
H  -1.942  2.444  -4.189
H  -2.880  0.584  -5.029
H  -4.247  0.933  -6.252
H  -4.644  0.805  -4.578

Cartesian forces (eV/Å) of the 2 atoms listed first:
Hg 1.53 -2.48 0.45
N 2.33 1.17 4.29

The molar mass is 1454.913 g mol⁻¹. The total charge is -2. The HOMO energy is -2.60 eV. The HOMO-LUMO gap comes out at 5.6021 eV. For the electronic energy, the calculation gives -164927.180 eV. The value obtained for the largest force on an atom is 10.7 eV Å⁻¹.



[2]
Computed, not measured: a structure of composition C33H88CsN7O12S at a distorted geometry, with wB97M-V/def2-TZVPD.

Cartesian coordinates (Å):
O  -3.415  0.308  1.251
H  -3.006  0.178  0.392
H  -2.744  0.319  1.938
H  -3.880  1.147  1.297
Cs  -2.249  3.475  -0.928
S  -0.884  0.016  -1.052
O  -2.291  -0.295  -0.876
O  -0.667  0.465  -2.422
O  -0.623  1.123  -0.177
O  0.004  -1.119  -0.751
C  3.712  -0.762  0.861
C  2.824  -0.265  2.006
C  3.674  0.709  2.870
O  4.855  0.083  3.303
C  5.335  0.621  4.525
N  1.566  0.316  1.522
H  4.264  0.057  0.400
H  3.153  -1.248  0.061
H  4.466  -1.437  1.267
H  2.678  -1.127  2.658
H  3.143  1.041  3.763
H  3.824  1.672  2.381
H  4.654  0.494  5.367
H  5.466  1.699  4.427
H  6.298  0.135  4.677
H  1.806  1.248  1.216
H  1.110  -0.094  0.719
C  1.689  -3.881  3.039
C  1.162  -3.821  1.586
C  0.242  -4.961  1.169
O  0.997  -6.137  1.017
C  0.172  -7.317  0.841
N  0.482  -2.536  1.442
H  2.419  -4.684  3.142
H  0.990  -3.858  3.875
H  2.217  -2.944  3.218
H  1.988  -3.698  0.885
H  -0.208  -4.958  0.176
H  -0.549  -5.123  1.902
H  -0.207  -7.434  -0.174
H  -0.718  -7.430  1.461
H  0.842  -8.174  0.915
H  1.113  -1.798  1.721
H  0.315  -2.244  0.490
C  1.898  -1.012  -5.389
C  2.036  -1.361  -3.899
C  2.731  -0.241  -3.059
O  4.039  -0.071  -3.443
C  4.759  0.864  -2.698
N  0.659  -1.522  -3.460
H  2.799  -0.440  -5.615
H  1.076  -0.368  -5.702
H  1.906  -1.866  -6.066
H  2.649  -2.253  -3.769
H  2.874  -0.545  -2.022
H  2.228  0.719  -3.180
H  4.759  0.563  -1.650
H  4.349  1.872  -2.769
H  5.784  0.814  -3.063
H  0.163  -0.647  -3.376
H  0.642  -1.707  -2.468
C  -0.917  2.942  -6.037
C  -2.154  2.127  -5.818
C  -2.170  0.598  -6.325
O  -3.345  -0.307  -6.106
C  -4.599  0.261  -6.473
N  -2.351  2.162  -4.434
H  -1.204  3.980  -5.867
H  -0.604  2.990  -7.080
H  -0.097  2.788  -5.335
H  -3.009  2.520  -6.368
H  -1.240  0.121  -6.015
H  -2.190  0.703  -7.410
H  -4.769  1.105  -5.805
H  -5.294  -0.528  -6.185
H  -4.750  0.428  -7.539
H  -1.605  1.651  -3.984
H  -3.095  1.517  -4.209
C  -1.652  1.064  4.327
C  -1.339  -0.425  4.048
C  -2.317  -1.420  4.725
O  -2.027  -1.304  6.101
C  -2.885  -2.131  6.805
N  -1.282  -0.504  2.607
H  -1.479  1.358  5.362
H  -2.626  1.329  3.918
H  -1.028  1.771  3.780
H  -0.313  -0.629  4.356
H  -2.034  -2.439  4.463
H  -3.360  -1.227  4.476
H  -3.214  -3.045  6.310
H  -3.802  -1.565  6.971
H  -2.580  -2.396  7.817
H  -0.473  0.013  2.294
H  -0.905  -1.423  2.420
C  -4.510  -2.946  0.597
C  -3.255  -3.888  0.834
C  -3.563  -5.381  0.823
O  -4.239  -5.899  1.926
C  -4.552  -7.235  1.984
N  -2.478  -3.669  -0.366
H  -5.029  -2.947  1.555
H  -5.117  -3.220  -0.266
H  -4.163  -1.926  0.434
H  -2.746  -3.553  1.738
H  -2.622  -5.911  0.676
H  -4.154  -5.624  -0.060
H  -5.066  -7.545  1.075
H  -5.216  -7.589  2.773
H  -3.649  -7.845  1.956
H  -1.731  -4.349  -0.357
H  -2.108  -2.748  -0.178
C  2.498  4.841  1.870
C  1.115  4.760  1.275
C  0.455  6.162  1.145
C  0.909  6.991  -0.002
C  0.790  6.198  -1.329
C  1.545  4.848  -1.305
N  1.144  4.139  -0.060
O  1.482  2.813  -0.097
C  1.072  4.021  -2.557
C  3.013  5.016  -1.367
C  0.123  3.915  2.165
H  3.056  3.908  1.955
H  2.480  5.242  2.883
H  3.203  5.412  1.265
H  -0.596  6.011  0.898
H  0.610  6.842  1.983
H  1.950  7.305  0.082
H  0.346  7.924  -0.041
H  1.150  6.911  -2.071
H  -0.241  6.032  -1.639
H  1.086  4.706  -3.404
H  1.689  3.167  -2.839
H  0.054  3.634  -2.495
H  3.345  5.347  -2.351
H  3.138  5.943  -0.806
H  3.671  4.226  -1.004
H  0.155  4.289  3.189
H  0.503  2.904  2.313
H  -0.879  3.817  1.749
H  0.668  2.304  -0.114

Cartesian forces (eV/Å) of the 2 atoms listed first:
O -3.56 1.34 1.56
H 1.99 -1.22 -3.55

The molar mass is 940.076 g mol⁻¹. The total charge is +1. The HOMO energy (spin up / spin down) is -9.43 / -9.43 eV. The HOMO-LUMO gap (spin up / spin down) comes out at 5.8679 / 2.5864 eV. For the electronic energy, the calculation gives -82017.373 eV. The value obtained for the largest force on an atom is 5.7 eV Å⁻¹. The spin multiplicity is 2.



[3]
Computed, not measured: a structure of composition C33H88MnN8O11 at a distorted geometry, with wB97M-V/def2-TZVPD.

Cartesian coordinates (Å):
Mn  -0.573  2.299  0.414
C  -0.041  0.040  0.036
O  0.830  0.781  -0.382
O  -1.083  0.520  -0.437
O  -0.103  0.326  1.218
C  0.282  1.035  -5.631
C  1.144  0.993  -4.402
C  2.427  1.876  -4.560
O  3.265  1.661  -5.680
C  4.143  0.533  -5.633
N  0.305  1.299  -3.235
H  0.872  0.766  -6.507
H  -0.021  1.986  -6.068
H  -0.560  0.343  -5.624
H  1.493  -0.022  -4.215
H  2.988  1.843  -3.626
H  2.137  2.923  -4.467
H  3.488  -0.336  -5.685
H  4.828  0.407  -4.794
H  4.879  0.602  -6.434
H  0.780  1.084  -2.369
H  -0.527  0.728  -3.200
C  0.694  0.302  5.440
C  -0.813  0.138  5.433
C  -1.465  0.542  6.773
O  -1.156  -0.536  7.647
C  -1.507  -0.191  8.994
N  -1.412  0.766  4.229
H  1.101  1.273  5.723
H  1.253  0.050  4.538
H  1.191  -0.343  6.165
H  -0.915  -0.928  5.231
H  -2.537  0.719  6.694
H  -1.176  1.534  7.122
H  -1.031  0.663  9.475
H  -1.336  -1.132  9.517
H  -2.566  0.052  9.079
H  -1.181  0.282  3.373
H  -2.399  0.553  4.204
C  -3.294  -1.987  -4.430
C  -2.511  -1.638  -3.223
C  -1.010  -1.854  -3.465
O  -0.775  -3.196  -3.844
C  0.428  -3.409  -4.487
N  -2.709  -0.243  -2.935
H  -4.347  -2.072  -4.161
H  -3.033  -2.998  -4.744
H  -3.129  -1.287  -5.249
H  -2.827  -2.192  -2.339
H  -0.471  -1.640  -2.543
H  -0.728  -1.245  -4.325
H  1.267  -2.931  -3.981
H  0.388  -2.926  -5.463
H  0.723  -4.439  -4.686
H  -2.208  0.003  -2.093
H  -3.651  -0.079  -2.609
C  3.551  -1.395  -1.873
C  4.416  -0.585  -0.944
C  4.814  0.877  -1.410
O  5.621  0.817  -2.594
C  7.015  0.557  -2.394
N  3.764  -0.557  0.361
H  3.992  -1.524  -2.861
H  2.568  -0.934  -1.974
H  3.365  -2.384  -1.456
H  5.268  -1.244  -0.777
H  5.266  1.440  -0.593
H  3.942  1.470  -1.684
H  7.366  0.636  -3.423
H  7.259  -0.440  -2.028
H  7.498  1.302  -1.762
H  2.860  -0.128  0.222
H  4.142  0.160  0.964
C  -2.879  -3.789  2.533
C  -2.804  -2.794  1.360
C  -4.097  -2.743  0.469
O  -4.462  -3.963  -0.169
C  -5.713  -3.857  -0.908
N  -2.497  -1.480  1.866
H  -2.054  -3.686  3.237
H  -2.894  -4.795  2.114
H  -3.779  -3.657  3.134
H  -1.951  -3.043  0.729
H  -3.948  -1.903  -0.210
H  -4.892  -2.455  1.156
H  -6.440  -3.331  -0.289
H  -6.017  -4.858  -1.214
H  -5.537  -3.317  -1.839
H  -1.624  -1.500  2.375
H  -2.288  -0.841  1.113
C  0.417  4.153  4.210
C  0.303  4.036  2.684
C  1.608  3.416  2.022
O  1.400  3.492  0.609
C  2.655  3.431  -0.078
N  -0.931  3.213  2.374
H  1.269  4.736  4.559
H  0.431  3.227  4.785
H  -0.504  4.614  4.567
H  0.116  5.022  2.258
H  1.703  2.385  2.361
H  2.417  4.025  2.426
H  3.155  2.535  0.291
H  3.321  4.275  0.104
H  2.533  3.381  -1.160
H  -1.717  3.710  2.766
H  -0.948  2.427  3.008
C  0.866  -3.106  3.597
C  1.861  -2.913  2.458
C  1.284  -3.261  1.096
O  0.934  -4.644  0.909
C  0.451  -4.974  -0.387
N  2.213  -1.534  2.408
H  0.532  -4.141  3.680
H  0.046  -2.394  3.512
H  1.353  -2.857  4.539
H  2.693  -3.576  2.694
H  1.997  -3.033  0.303
H  0.409  -2.642  0.901
H  -0.517  -4.519  -0.600
H  0.409  -6.056  -0.513
H  1.071  -4.689  -1.237
H  2.901  -1.325  1.699
H  1.477  -0.857  2.268
C  -2.210  4.295  -3.101
C  -2.083  4.112  -1.557
C  -3.143  3.141  -1.017
O  -2.784  2.767  0.320
C  -3.816  2.020  0.999
N  -0.735  3.669  -1.305
H  -1.439  4.897  -3.584
H  -3.124  4.809  -3.396
H  -2.212  3.347  -3.639
H  -2.119  5.078  -1.053
H  -3.215  2.265  -1.662
H  -4.114  3.632  -1.089
H  -4.112  1.096  0.500
H  -4.654  2.717  1.034
H  -3.472  1.858  2.020
H  -0.086  4.398  -1.567
H  -0.530  2.986  -2.020

Cartesian forces (eV/Å) of the 2 atoms listed first:
Mn -0.11 -0.83 0.07
C -0.60 -4.87 -1.83

The molar mass is 828.050 g mol⁻¹. The HOMO energy (spin up / spin down) is -5.94 / -7.33 eV. The HOMO-LUMO gap (spin up / spin down) comes out at 6.0855 / 7.0315 eV. For the electronic energy, the calculation gives -101400.538 eV. The value obtained for the largest force on an atom is 12.3 eV Å⁻¹. The spin multiplicity is 6.